Arrangement i

CH3N3O2S | ωB97M-V with the def2-TZVPD basis set

Geometry (Å):
C -1.4287 0.2028 -0.0928
N -1.4549 -1.0174 0.1526
N 0.7023 -1.4386 -0.3687
N -0.3776 0.9108 -0.4035
O 2.1603 0.4749 -0.8564
O 1.1879 0.3906 1.4446
S 1.1954 0.0304 0.0595
H 0.5490 -2.1074 0.3394
H -2.3403 0.6945 0.0177
H -0.1932 1.8594 -0.2924

---

Arrangement ii

CH3N3O2S | ωB97M-V with the def2-TZVPD basis set

Geometry (Å):
C -0.6560 0.1390 0.5801
N 1.0291 -0.6595 -1.6590
N -1.5205 -0.1833 -0.3553
N 0.5539 0.3363 -0.0355
O -0.7528 0.2800 1.7765
O 2.2175 -0.7074 -1.6553
S 1.8679 0.8791 0.9380
H -1.3030 -0.3785 -1.3804
H -2.4265 -0.4906 -0.2485
H 0.9905 0.7850 2.0395

---

Short version: arrangement i is the least stable of them.

---

Arrangement i

CH6N2O2 | ωB97M-V with the def2-TZVPD basis set

Geometry (Å):
C 2.0757 0.3146 -1.1457
N 0.6904 0.7642 -0.8827
N -0.2137 0.2034 -0.3200
O -3.0952 -1.4625 1.8576
O -2.2696 -0.2730 1.7340
H 2.6132 1.1925 -1.1766
H 2.4819 -0.2380 -0.1870
H 2.1084 -0.2023 -2.0680
H 0.6280 1.7121 -1.3185
H -2.2112 -0.1512 0.7807
H -2.8079 -1.8598 2.7262

---

Arrangement ii

CH6N2O2 | ωB97M-V with the def2-TZVPD basis set

Geometry (Å):
O 1.9196 -0.7520 0.9536
C 2.1298 0.0512 0.0535
O 1.2516 0.6387 -0.7430
H 3.2109 0.5302 0.0102
H 0.2906 0.2473 -0.3671
N -0.8315 -0.2052 0.2925
N -1.8341 -0.0202 -0.7224
H -0.6182 -1.1913 0.4816
H -1.0220 0.1350 1.2549
H -1.7901 0.9134 -0.9430
H -2.7065 -0.3471 -0.2708

SMILES: O=CO.NN

---

Short version: arrangement i is the least stable of them.

---

Arrangement i

H4NO2SSi | ωB97M-V with the def2-TZVPD basis set

Geometry (Å):
N 1.2542 0.0237 2.7535
O -0.8218 1.7230 0.5664
O 1.0210 2.1431 3.8703
Si -0.5124 0.4627 -0.2452
S 1.0958 1.5298 2.5354
H 1.1435 -0.4892 1.8352
H -0.3462 0.8131 -1.5700
H 0.9013 -0.2568 0.0800
H -1.4003 -0.7693 -0.1858

charge: -1

---

Arrangement ii

H4NO2SSi | ωB97M-V with the def2-TZVPD basis set

Geometry (Å):
N -1.3865 0.8928 -1.0701
O -0.2206 -0.9884 0.5599
O -2.2534 0.6290 1.2553
Si 1.2820 -0.6468 0.1085
S -1.8472 -0.1145 0.0424
H -1.1880 1.9568 -0.9481
H 2.1265 -1.5738 1.0056
H 1.4353 -0.8133 -1.3254
H 2.0519 0.6583 0.3719

charge: -1

---

Arrangement iii

H4NO2SSi | ωB97M-V with the def2-TZVPD basis set

Geometry (Å):
N -1.9913 -1.5693 0.1893
O 0.0543 0.5385 0.4071
O -2.2377 0.6711 -0.9275
Si 1.6069 0.5850 0.2215
S -1.8439 -0.0294 0.3011
H -2.1429 -1.9128 -0.7533
H 2.1203 1.5731 -0.7495
H 2.2647 0.8690 1.5229
H 2.1695 -0.7253 -0.2117

charge: -1

---

Short version: arrangement i is the least stable of them.

---

Arrangement i

CH2Cl2O2 | ωB97M-V with the def2-TZVPD basis set

Geometry (Å):
O -0.1344 0.3330 -0.9003
O -0.7076 -0.6589 -0.0140
C -0.1402 -0.5975 1.2289
Cl 1.2034 -1.7734 1.3215
Cl -1.3267 -1.0366 2.5492
H 0.3090 -0.3360 -1.4186
H 0.3417 0.2552 1.5307

SMILES: OOC(Cl)Cl

---

Arrangement ii

CH2Cl2O2 | ωB97M-V with the def2-TZVPD basis set

Geometry (Å):
C -1.0799 -0.4605 0.5862
O 1.7065 0.1402 -0.7327
O 1.0037 0.8322 0.2223
Cl -0.4606 -1.8687 0.0520
Cl -2.1974 0.4942 -0.3020
H -0.9006 0.1312 1.5593
H 1.9282 0.7313 -1.3851

---

Short version: arrangement ii is the least stable of them.

---

Arrangement i

C5H7NO4 | ωB97M-V with the def2-TZVPD basis set

Geometry (Å):
N 4.2690 0.3432 0.3445
C 5.3346 1.1283 -0.1484
O 5.8211 2.0644 0.4892
C 6.2759 0.2952 -1.0548
O 6.2227 -0.9149 -1.0878
C 7.1650 1.0808 -1.8734
C 7.8601 1.7617 -2.5979
C 8.7108 2.5688 -3.4671
O 9.6073 1.7423 -4.1698
H 3.7309 0.7642 1.0954
H 4.4586 -0.6349 0.5411
H 8.0551 3.1385 -4.1488
H 9.2383 3.3044 -2.8345
H 10.1820 2.2964 -4.7060
O 3.6763 1.8789 -1.6318
H 3.2213 1.1370 -0.8593
H 3.6632 2.7577 -1.2384

SMILES: NC(=O)C(=O)C#CCO.O

---

Arrangement ii

C5H7NO4 | ωB97M-V with the def2-TZVPD basis set

Geometry (Å):
C 1.7322 -0.6274 -0.5564
C 0.4443 -0.5737 0.2645
O 0.6420 0.0588 1.5099
C 0.0043 -1.9637 0.5658
N -0.2949 -3.0574 0.7808
C -0.6690 0.2233 -0.4854
O -0.1677 1.4685 -0.8845
C -1.7979 0.4656 0.5266
O -2.4842 -0.4106 0.9847
O -1.8871 1.7791 0.9623
H 2.0803 0.3954 -0.7450
H 2.5087 -1.1627 0.0019
H 1.5604 -1.1317 -1.5153
H 0.8217 1.0527 1.3977
H -1.0670 -0.3589 -1.3272
H -0.0921 1.5307 -1.8408
H -1.3341 2.3119 0.3603

SMILES: C[C@](O)(C#N)[C@H](O)C(=O)O

---

Short version: arrangement i is the least stable of them.

---

Arrangement i

C13H39N13O26 | ωB97M-V with the def2-TZVPD basis set

Geometry (Å):
C 1.3579 2.2549 -4.6610
N 0.3631 3.2553 -4.2342
O 0.4962 3.5955 -3.0502
O -0.6111 3.4795 -4.9541
H 2.3136 2.7192 -4.9043
H 1.0211 1.6687 -5.5160
H 1.6495 1.5939 -3.8449
C -2.3654 1.4116 4.6280
N -1.1630 1.9941 3.9808
O -0.5654 1.3137 3.2283
O -0.9669 3.1793 4.1788
H -2.7098 2.2030 5.2936
H -2.0758 0.4894 5.1318
H -3.0778 1.2058 3.8291
C -0.8484 -2.3345 1.8984
N -1.0631 -2.5206 3.4042
O -1.9184 -3.4134 3.7045
O -0.2999 -1.9582 4.1998
H 0.0563 -1.7298 1.8358
H -1.6867 -1.6692 1.6915
H -0.9161 -3.3449 1.4951
C 4.7225 -1.1322 1.8592
N 4.1181 -2.1285 2.7778
O 3.0701 -2.6174 2.4311
O 4.7814 -2.4397 3.7896
H 4.2093 -0.1866 2.0339
H 4.6815 -1.4701 0.8237
H 5.7813 -1.0043 2.0841
C 1.6385 -2.2451 -3.7828
N 2.3846 -3.2801 -4.6065
O 2.5161 -3.0094 -5.7593
O 2.6766 -4.3716 -4.0910
H 1.6395 -1.2654 -4.2607
H 2.0270 -2.2528 -2.7644
H 0.5747 -2.4811 -3.7563
C -5.2595 -1.8416 1.2621
N -4.6247 -3.1898 1.3882
O -5.2216 -4.1189 1.9422
O -3.5350 -3.3853 0.8186
H -6.1452 -1.6532 1.8687
H -5.5909 -1.6959 0.2340
H -4.4650 -1.1275 1.4789
C -2.8680 -1.5235 -2.2846
N -3.7422 -0.3130 -2.5844
O -3.2086 0.8057 -2.4919
O -4.9062 -0.5106 -2.9202
H -3.5092 -2.3941 -2.4222
H -2.5973 -1.3196 -1.2487
H -1.9059 -1.4704 -2.7942
C -0.0376 4.2682 1.2126
N -0.3477 5.3379 0.2094
O 0.4201 5.5134 -0.7514
O -1.3204 6.0331 0.3424
H 1.0351 4.1228 1.0848
H -0.5872 3.3611 0.9610
H -0.3471 4.6211 2.1963
C 4.7043 0.7172 -2.6334
N 3.5513 0.8075 -1.6593
O 2.9430 -0.2402 -1.5290
O 3.3051 1.8902 -1.1717
H 4.4888 -0.1166 -3.3016
H 5.6452 0.4116 -2.1760
H 4.8994 1.5792 -3.2714
C 0.0065 0.9993 -0.3265
N -0.1125 0.0367 -1.4423
O 0.0152 -1.1697 -1.2117
O -0.1870 0.4970 -2.5681
H 1.0511 1.0593 -0.0209
H -0.6378 0.7827 0.5256
H -0.2632 1.9596 -0.7662
C 3.9422 2.9983 3.1283
N 4.7007 2.4252 4.2092
O 5.9334 2.5109 4.1738
O 4.1025 1.8116 5.1077
H 3.6942 4.0565 3.2104
H 2.9969 2.4662 3.0211
H 4.5038 2.8822 2.2014
C -0.8084 -6.6107 -1.1237
N -0.5241 -5.1494 -0.9638
O 0.4360 -4.8301 -0.2676
O -1.2043 -4.3404 -1.5361
H 0.0123 -7.1364 -0.6355
H -0.8613 -6.7040 -2.2084
H -1.7745 -6.8229 -0.6658
C -4.1037 3.4386 0.0348
N -3.7156 2.1271 0.7210
O -4.4353 1.1623 0.7135
O -2.6242 2.1659 1.2839
H -4.4009 3.2713 -1.0005
H -3.3059 4.1798 0.0822
H -5.0200 3.8560 0.4523

---

Arrangement ii

C13H39N13O26 | ωB97M-V with the def2-TZVPD basis set

Geometry (Å):
C 0.6425 -0.8130 0.6394
N -0.2201 -0.2231 -0.3760
O -1.1569 -0.8704 -0.7639
O 0.0365 0.9384 -0.7177
H 0.0233 -1.3542 1.3548
H 1.0253 0.0767 1.1395
H 1.5059 -1.2610 0.1474
C 2.1281 -6.9265 0.9121
N 1.8802 -6.3230 -0.4197
O 2.8561 -6.2629 -1.1650
O 0.7161 -6.2480 -0.7257
H 2.1138 -6.0748 1.5922
H 3.0460 -7.5035 1.0248
H 1.2519 -7.5226 1.1670
C -4.5781 0.7604 4.8820
N -4.2305 0.7540 6.3453
O -3.0733 0.7093 6.7196
O -5.1833 0.9422 7.0650
H -5.6285 0.8693 4.6121
H -4.2900 -0.1685 4.3898
H -4.1218 1.6372 4.4227
C 8.2624 -1.4895 0.4550
N 8.4118 -2.9607 0.3619
O 7.5010 -3.6824 0.6948
O 9.5075 -3.3585 0.0310
H 8.5355 -1.3008 1.4932
H 7.2030 -1.2894 0.2944
H 8.9303 -0.9274 -0.1978
C 4.9500 -0.9572 7.7920
N 4.1935 -1.1776 6.5403
O 4.3676 -2.1825 5.9110
O 3.4769 -0.1716 6.2176
H 5.7074 -1.7305 7.6636
H 4.3273 -1.2349 8.6423
H 5.2715 0.0798 7.8886
C -7.3732 1.4345 -1.7160
N -7.5447 2.9030 -1.9013
O -6.5368 3.5819 -2.1933
O -8.5679 3.4399 -1.5749
H -7.1516 1.3441 -0.6526
H -6.5330 1.0760 -2.3106
H -8.3282 0.9660 -1.9540
C -2.9943 1.9531 -5.8474
N -3.9310 1.6885 -7.0140
O -5.1051 1.8634 -6.6888
O -3.5732 1.4519 -8.1610
H -3.4922 2.5508 -5.0840
H -2.0974 2.3849 -6.2915
H -2.7319 0.9882 -5.4135
C -0.4526 7.7924 0.5360
N -0.9968 8.6697 -0.5252
O -1.6286 8.2324 -1.4935
O -0.6802 9.7837 -0.4364
H -0.9557 8.1839 1.4201
H 0.6091 8.0384 0.5582
H -0.6417 6.7641 0.2277
C -5.3409 -5.9352 4.5715
N -3.8990 -5.5338 4.4753
O -3.4185 -4.9306 3.4945
O -3.2479 -5.8842 5.4394
H -5.3973 -7.0237 4.5772
H -5.9707 -5.5672 3.7615
H -5.7164 -5.6006 5.5384
C 4.1891 4.6214 3.9324
N 5.5899 4.2648 4.1860
O 6.3511 5.0734 4.7170
O 6.0471 3.2379 3.8793
H 4.1256 5.7095 3.9215
H 3.4521 4.2020 4.6172
H 4.1336 4.2749 2.9004
C -5.7730 -4.2951 -1.8692
N -7.1933 -3.9486 -1.8516
O -7.7774 -3.7690 -2.9720
O -7.7055 -3.5891 -0.7771
H -5.3027 -3.9417 -2.7868
H -5.6657 -5.3685 -1.7133
H -5.3863 -3.8019 -0.9773
C 4.6758 4.2098 -6.5489
N 3.9312 4.2001 -5.2755
O 3.4960 5.2492 -4.9331
O 3.7651 3.1400 -4.6659
H 4.7585 3.1597 -6.8291
H 5.6162 4.7538 -6.4600
H 3.9959 4.7234 -7.2287
C 2.7010 -1.7029 -5.8125
N 2.7255 -0.9371 -7.0494
O 1.9572 0.0352 -7.1789
O 3.5540 -1.1933 -7.9816
H 3.6996 -1.6407 -5.3802
H 2.4290 -2.7252 -6.0752
H 1.9192 -1.3101 -5.1623

---

Short version: arrangement ii is the least stable of them.

---

Arrangement i

C2HNO5 | ωB97M-V with the def2-TZVPD basis set

Geometry (Å):
C 2.1589 2.1449 -0.9140
C 1.3817 1.1403 1.3585
N 1.4869 1.2079 0.1891
O 2.7880 1.5937 -1.7829
O 1.9406 3.3227 -0.6558
O 1.2552 1.1226 2.5274
O -0.7789 -1.0002 0.3923
O -1.4295 -0.5420 1.6760
H 0.1900 -0.5589 0.4170

charge: -2

---

Arrangement ii

C2HNO5 | ωB97M-V with the def2-TZVPD basis set

Geometry (Å):
C 2.3197 -0.0301 0.0077
C -0.0865 -0.3461 -0.2166
N 0.8698 0.3202 0.0648
O 2.7784 -0.7662 0.8674
O 2.8319 0.5276 -0.9457
O -0.8707 -1.1933 -0.4492
O -3.1303 0.5738 0.0905
O -1.8928 1.2091 0.4488
H -2.8196 -0.2950 0.1323

charge: -2

---

Short version: arrangement i is the least stable of them.

---

Arrangement i

C2H3ClIN | ωB97M-V with the def2-TZVPD basis set

Geometry (Å):
C -2.6641 -2.0587 0.2140
C -1.7955 0.0945 -0.5538
N -2.0487 -1.1290 -0.3067
Cl -2.4273 -3.7874 0.0279
I 3.2874 -0.9915 -0.0440
H -2.3268 0.3889 -1.4755
H -1.1369 0.5653 0.1955
H 4.1772 -0.2433 1.1997

---

Arrangement ii

C2H3ClIN | ωB97M-V with the def2-TZVPD basis set

Geometry (Å):
C -1.0211 -0.4419 0.1326
N -0.3353 0.8046 -0.1038
C 0.8978 0.9303 -0.0307
Cl 1.8310 2.2545 -0.0340
I 2.2148 -1.2653 -0.2390
H -2.0067 -0.1547 0.1730
H -0.6821 -1.0471 0.9543
H -0.8984 -1.0804 -0.8526

SMILES: C/N=C(/Cl)I

---

Short version: arrangement i is the least stable of them.